{"formula": "C23H25N2OOsS", "method": "ωB97M-V with the def2-TZVPD basis set", "symbols": ["C", "C", "C", "H", "C", "C", "H", "C", "C", "C", "H", "C", "C", "H", "H", "H", "H", "H", "H", "Os", "C", "C", "C", "H", "H", "H", "H", "H", "H", "C", "C", "H", "H", "O", "N", "C", "H", "C", "C", "H", "C", "H", "C", "H", "C", "H", "C", "H", "H", "H", "S", "C", "N"], "positions_angstrom": [[-2.6645, 2.3959, 0.7655], [-2.2154, 1.7598, -0.4180], [-1.9208, 0.3860, -0.1245], [-2.1500, 2.2215, -1.3875], [-2.1918, 0.1752, 1.2934], [-2.6436, 1.3763, 1.8468], [-2.0539, -0.7541, 1.8201], [1.0178, 3.6108, 0.9643], [0.2709, 3.5545, -0.3246], [0.6219, 2.3973, -0.9831], [-0.4508, 4.2984, -0.5946], [1.6161, 1.6539, -0.1763], [1.8329, 2.4081, 1.0177], [-1.6154, -0.3776, -0.8223], [-2.8637, 1.5847, 2.8789], [-2.9409, 3.4386, 0.8921], [2.4819, 2.1548, 1.8330], [0.2539, 2.0615, -1.9334], [0.9830, 4.3934, 1.7305], [-0.4386, 1.6335, 0.9525], [2.3359, 0.3914, -0.5645], [3.8037, 0.5636, -0.2290], [2.1381, 0.0885, -2.0458], [4.2082, 1.4271, -0.7816], [4.3608, -0.3362, -0.5151], [3.9505, 0.7431, 0.8428], [2.5742, 0.8964, -2.6547], [1.0765, -0.0137, -2.3067], [2.6568, -0.8492, -2.2970], [1.6828, -0.7283, 0.2817], [2.3094, -2.1155, 0.2044], [0.6209, -0.8216, -0.0032], [1.6874, -0.4336, 1.3561], [3.4404, -2.3665, -0.2190], [1.5044, -3.1212, 0.6503], [0.0897, -3.0316, 1.0169], [1.8969, -4.0491, 0.5447], [-0.8802, -3.1075, -0.1340], [-2.2459, -3.1261, 0.1461], [-2.5772, -3.0731, 1.1870], [-3.1814, -3.2008, -0.8824], [-4.2438, -3.2170, -0.6420], [-2.7584, -3.2483, -2.2101], [-3.4891, -3.3037, -3.0169], [-1.3977, -3.2203, -2.5033], [-1.0508, -3.2537, -3.5338], [-0.4545, -3.1508, -1.4667], [0.6120, -3.1416, -1.7013], [-0.0843, -2.0879, 1.5737], [-0.1170, -3.8484, 1.7252], [-0.8464, 3.5448, 2.2994], [-1.1574, 4.9173, 3.0150], [-1.3933, 5.9010, 3.6337]], "forces_ev_per_angstrom": [[-0.54, -1.56, -0.28], [-1.79, 0.14, 0.04], [0.30, -0.05, 0.98], [-0.02, -0.01, -0.06], [-0.22, -0.10, -0.96], [0.23, 1.01, -1.23], [0.01, -0.04, 0.00], [1.03, -0.90, -1.69], [1.27, 1.41, 1.20], [1.24, -0.86, 0.36], [-0.14, 0.15, -0.29], [-1.25, 0.75, -0.07], [-1.18, 0.93, -0.43], [-0.05, -0.10, -0.06], [-0.07, -0.12, 0.07], [-0.06, -0.48, -0.22], [0.17, -0.06, 0.11], [-0.01, 0.01, -0.20], [1.03, -0.11, -1.16], [1.57, -1.02, -0.42], [-0.58, -0.58, 0.25], [0.76, 0.16, -0.18], [0.29, -0.01, -0.31], [-0.07, -0.24, 0.21], [-0.16, 0.33, 0.15], [0.05, -0.10, -0.19], [-0.15, -0.28, 0.10], [0.17, -0.06, 0.04], [-0.20, 0.32, 0.05], [0.02, -0.03, 0.41], [0.89, -0.72, -0.50], [0.40, 0.06, -0.04], [0.07, -0.16, -0.43], [-1.31, 0.55, 0.43], [-0.44, -0.03, 0.15], [0.54, 0.15, 0.46], [0.02, 0.18, 0.03], [-0.02, 0.00, -0.60], [-0.14, 0.05, -0.07], [0.02, -0.14, -0.27], [0.01, 0.08, 0.13], [0.24, -0.02, -0.09], [0.05, 0.05, -0.09], [0.18, -0.01, 0.22], [0.21, 0.07, 0.33], [-0.12, -0.02, 0.18], [-0.28, 0.03, 0.00], [-0.32, -0.03, 0.06], [0.16, -0.51, -0.13], [0.06, 0.27, -0.19], [-1.81, -1.15, 2.79], [-0.38, 4.42, 2.69], [0.34, -1.63, -1.30]], "multiplicity": 5, "charge": 1, "lumo_energy_ev": [-4.2, -5.7], "max_force_ev_per_a": 5.185, "homo_ev": [-10.7634, -11.7076]}

---

{"formula": "C20H38NO3", "method": "ωB97M-V with the def2-TZVPD basis set", "symbols": ["C", "C", "C", "C", "O", "C", "O", "C", "N", "C", "C", "C", "C", "O", "C", "C", "C", "C", "C", "C", "C", "C", "C", "C", "H", "H", "H", "H", "H", "H", "H", "H", "H", "H", "H", "H", "H", "H", "H", "H", "H", "H", "H", "H", "H", "H", "H", "H", "H", "H", "H", "H", "H", "H", "H", "H", "H", "H", "H", "H", "H", "H"], "positions_angstrom": [[-7.1046, -2.4737, -0.2393], [-5.9306, -1.7301, 0.3848], [-5.9175, -0.2461, 0.0144], [-7.0771, 0.5414, 0.5970], [-4.7002, 0.3483, 0.5555], [-3.6307, 0.3776, -0.1904], [-3.5116, -0.0336, -1.3135], [-2.4987, 1.0722, 0.6045], [-1.1573, 1.0386, -0.0267], [-0.7599, -0.3567, -0.3073], [-1.1810, 1.7906, -1.2969], [-0.1878, 1.6427, 0.9393], [1.1776, 2.0567, 0.3479], [1.8627, 1.0276, -0.3066], [2.8218, 0.3220, 0.4869], [4.0241, 1.1874, 0.9253], [5.2324, 0.4199, 0.3718], [5.2472, 0.6499, -1.1424], [4.0194, -0.1489, -1.6185], [3.4854, -0.8090, -0.3323], [2.6016, -2.0153, -0.5875], [4.7851, -1.0506, 0.4832], [5.7556, -2.0393, -0.1632], [4.5751, -1.5309, 1.9200], [-7.0158, -3.5361, -0.0312], [-8.0500, -2.1283, 0.1675], [-7.1161, -2.3360, -1.3175], [-4.9977, -2.1786, 0.0335], [-5.9650, -1.8229, 1.4720], [-5.8799, -0.1376, -1.0759], [-6.9642, 1.6000, 0.3773], [-8.0081, 0.1970, 0.1600], [-7.1182, 0.4090, 1.6747], [-2.4556, 0.5965, 1.5872], [-2.8084, 2.1110, 0.7479], [-1.4041, -0.7758, -1.0769], [-0.8433, -0.9598, 0.5951], [0.2737, -0.3625, -0.6501], [-1.9655, 1.3897, -1.9362], [-1.3725, 2.8452, -1.1073], [-0.2266, 1.6757, -1.8050], [-0.6347, 2.5422, 1.3673], [-0.0294, 0.9179, 1.7403], [1.0439, 2.8667, -0.3755], [1.7646, 2.4562, 1.1830], [2.2951, -0.0989, 1.3551], [4.0750, 1.2960, 2.0083], [3.9661, 2.1835, 0.4858], [6.1672, 0.6710, 0.8681], [6.1694, 0.2784, -1.5845], [5.1691, 1.7086, -1.3866], [3.2596, 0.4931, -2.0599], [4.2816, -0.9048, -2.3562], [2.1238, -2.3552, 0.3292], [1.8341, -1.7821, -1.3226], [3.2013, -2.8304, -0.9826], [5.8437, -1.9127, -1.2354], [5.4329, -3.0596, 0.0310], [6.7429, -1.9131, 0.2750], [4.0917, -2.5053, 1.9201], [5.5431, -1.6389, 2.4037], [3.9795, -0.8544, 2.5234]], "forces_ev_per_angstrom": [[0.16, 0.10, 0.11], [0.08, 0.26, -0.16], [-0.55, -0.40, -0.23], [0.41, -0.06, -0.12], [-0.01, 0.22, 0.47], [0.71, 0.18, -0.03], [-0.15, -0.12, -0.16], [-1.04, -0.13, 0.22], [-0.21, 0.02, 0.05], [0.38, -1.10, -0.41], [-0.04, 0.45, -0.92], [0.97, 0.33, 0.34], [-0.24, 0.00, 0.03], [-0.06, 0.00, -0.26], [0.23, -0.25, 0.17], [0.02, 0.05, 0.10], [0.08, 0.13, 0.00], [0.15, 0.09, 0.00], [-0.09, 0.00, -0.01], [-0.38, -0.05, -0.06], [0.19, 0.28, 0.12], [0.08, -0.01, 0.14], [-0.22, 0.18, -0.01], [-0.06, 0.16, -0.21], [-0.06, -0.09, -0.02], [-0.14, -0.01, 0.00], [-0.06, -0.03, -0.14], [0.02, 0.02, 0.05], [0.08, 0.02, 0.04], [0.03, 0.00, 0.20], [-0.04, 0.09, -0.03], [-0.11, -0.03, -0.03], [-0.05, -0.01, 0.13], [0.17, 0.08, -0.09], [0.18, -0.06, 0.00], [-0.01, 0.15, 0.10], [-0.03, 0.14, 0.11], [-0.18, 0.10, 0.11], [0.09, -0.02, 0.18], [0.03, 0.00, 0.14], [0.03, -0.02, 0.12], [-0.12, -0.08, -0.06], [-0.18, -0.02, -0.06], [0.00, -0.02, 0.14], [-0.12, 0.04, -0.03], [0.03, -0.02, -0.05], [-0.03, 0.04, 0.01], [-0.02, 0.08, 0.03], [0.07, -0.03, 0.05], [0.03, 0.01, -0.05], [0.06, 0.04, -0.02], [0.01, -0.06, -0.10], [-0.01, -0.05, -0.04], [-0.10, -0.11, 0.11], [-0.12, -0.04, -0.10], [0.00, -0.16, -0.10], [0.06, -0.01, -0.17], [0.01, -0.13, -0.01], [0.13, -0.03, 0.04], [-0.05, -0.13, 0.06], [0.08, -0.04, 0.10], [-0.09, 0.07, 0.14]], "charge": 1, "e_above_lowest_kcal_mol": 1.9, "lumo_energy_ev": -2.3, "max_force_ev_per_a": 1.235, "homo_ev": -12.6993}

---

{"formula": "C3H6NO2", "method": "ωB97M-V with the def2-TZVPD basis set", "symbols": ["O", "C", "O", "H", "C", "C", "N", "H", "H", "H", "H", "H"], "positions_angstrom": [[1.4915, 0.1328, -1.3505], [1.9282, 0.8216, -0.3663], [1.2880, 1.1029, 0.7121], [2.9221, 1.3135, -0.5445], [-0.6198, -1.3328, 0.5363], [-1.4756, 0.7435, -0.2603], [-1.6871, -0.3942, 0.2973], [-0.5902, -1.5552, 1.6148], [0.3913, -0.9567, 0.2460], [-0.7792, -2.3492, 0.0655], [-2.3875, 1.3600, -0.3414], [-0.4818, 1.1137, -0.6089]], "forces_ev_per_angstrom": [[0.94, 0.81, 1.30], [-2.09, 0.08, -0.09], [1.79, -0.39, -1.62], [-0.01, -0.18, 0.37], [1.51, -0.65, -0.05], [0.09, -1.15, 0.50], [-0.51, 0.90, -0.65], [-0.11, 0.17, -0.15], [-0.94, -0.37, 0.10], [-0.25, 1.17, 0.14], [0.48, 0.02, -0.15], [-0.90, -0.42, 0.30]], "charge": -1, "e_above_lowest_kcal_mol": 36.6, "lumo_energy_ev": 4.5, "max_force_ev_per_a": 2.446, "homo_ev": -4.0972}